A.
The following is a quantum chemistry calculation of the molecule C18H19NO4, from the OMol25 dataset.

Last column: Löwdin charge in e.
CARTESIAN COORDINATES (ANGSTROEM)
1 C 4.017 3.344 -0.446  -0.091
2 O 4.204 2.179 0.319  -0.083
3 C 3.203 1.258 0.362  -0.275
4 C 1.982 1.375 -0.295  -0.011
5 C 1.038 0.370 -0.178  -0.028
6 C 1.278 -0.757 0.596  -0.191
7 C 0.242 -1.848 0.696  -0.238
8 C 0.204 -2.663 -0.609  -0.035
9 C 1.469 -3.451 -0.797  -0.520
10 O 2.200 -3.838 0.074  0.113
11 O 1.703 -3.703 -2.092  0.111
12 N -1.053 -1.248 0.967  0.120
13 C -2.241 -1.880 0.942  -0.481
14 O -2.385 -3.066 0.736  0.067
15 C -3.419 -0.931 1.196  -0.050
16 C -3.254 0.328 0.399  -0.251
17 C -3.467 0.312 -0.976  -0.035
18 C -3.245 1.446 -1.736  -0.080
19 C -2.804 2.613 -1.133  -0.094
20 C -2.592 2.641 0.234  -0.083
21 C -2.814 1.505 0.995  -0.059
22 C 2.501 -0.870 1.248  -0.016
23 C 3.452 0.120 1.132  0.010
24 H 4.934 3.920 -0.335  0.093
25 H 3.172 3.936 -0.079  0.095
26 H 3.864 3.110 -1.505  0.095
27 H 1.754 2.236 -0.902  0.102
28 H 0.099 0.477 -0.705  0.116
29 H 0.505 -2.540 1.507  0.158
30 H 0.043 -2.023 -1.476  0.134
31 H -0.626 -3.374 -0.543  0.124
32 H 2.505 -4.241 -2.192  0.130
33 H -1.047 -0.256 1.149  0.119
34 H -4.330 -1.461 0.917  0.128
35 H -3.457 -0.714 2.265  0.126
36 H -3.805 -0.599 -1.447  0.121
37 H -3.414 1.419 -2.802  0.103
38 H -2.629 3.497 -1.727  0.100
39 H -2.252 3.548 0.712  0.103
40 H -2.650 1.537 2.063  0.115
41 H 2.709 -1.749 1.837  0.118
42 H 4.404 0.040 1.631  0.119

The spin multiplicity is 1. The HOMO energy comes out at -8.57 eV. As for the net charge: 0.

=====

B.
The following is a quantum chemistry calculation of the molecule C18H19NO4, from the OMol25 dataset.

Last column: Löwdin charge in e.
CARTESIAN COORDINATES (ANGSTROEM)
1 C 3.086 -3.003 0.955  -0.055
2 C 1.831 -2.492 0.252  -0.397
3 C 1.631 -3.175 -1.100  -0.048
4 N 1.891 -1.044 0.086  0.117
5 C 2.862 -0.398 -0.577  -0.462
6 O 3.843 -0.905 -1.077  0.063
7 C 2.666 1.124 -0.648  -0.044
8 O 1.384 1.536 -0.203  0.004
9 C 1.307 2.279 0.911  -0.422
10 O 2.263 2.696 1.515  0.132
11 C -0.103 2.566 1.283  -0.042
12 C -0.371 3.771 1.928  -0.003
13 C -1.663 4.121 2.264  -0.071
14 C -2.705 3.255 1.969  -0.061
15 C -2.455 2.042 1.357  -0.003
16 C -1.155 1.684 1.009  -0.197
17 O -0.869 0.444 0.507  0.015
18 C -1.695 -0.117 -0.441  -0.249
19 C -2.346 0.641 -1.406  -0.012
20 C -3.103 0.006 -2.375  -0.073
21 C -3.208 -1.374 -2.392  -0.091
22 C -2.550 -2.126 -1.433  -0.078
23 C -1.796 -1.503 -0.456  -0.011
24 H 3.005 -4.073 1.125  0.077
25 H 3.213 -2.503 1.913  0.081
26 H 3.957 -2.805 0.339  0.072
27 H 0.962 -2.686 0.892  0.129
28 H 2.489 -2.974 -1.735  0.078
29 H 1.534 -4.249 -0.967  0.078
30 H 0.735 -2.797 -1.588  0.067
31 H 1.076 -0.511 0.352  0.114
32 H 2.787 1.441 -1.688  0.144
33 H 3.442 1.603 -0.038  0.136
34 H 0.460 4.423 2.147  0.124
35 H -1.860 5.061 2.754  0.105
36 H -3.719 3.517 2.230  0.109
37 H -3.262 1.354 1.151  0.126
38 H -2.250 1.716 -1.400  0.125
39 H -3.607 0.598 -3.124  0.107
40 H -3.798 -1.862 -3.153  0.102
41 H -2.625 -3.203 -1.441  0.107
42 H -1.285 -2.077 0.301  0.110

The spin multiplicity is 1. The HOMO energy comes out at -8.96 eV. As for the net charge: 0.

=====

What is the stability order? It is A, B, from most stable to least stable.

=====

A.
The following is a quantum chemistry calculation of a cluster of 2 separate species, C15H18O2 in total, from the OMol25 dataset.

Last column: Löwdin charge in e.
CARTESIAN COORDINATES (ANGSTROEM)
1 C 1.208 -0.866 -3.733  -0.107
2 C 0.323 -0.492 -2.545  -0.231
3 C 1.048 -0.691 -1.248  -0.285
4 C 1.939 0.323 -0.963  -0.072
5 C 2.647 0.341 0.224  -0.027
6 C 2.586 -0.824 0.978  -0.318
7 O 3.290 -0.949 2.168  0.025
8 C 1.735 -1.889 0.680  -0.001
9 C 0.882 -1.794 -0.430  -0.004
10 H 2.252 -0.584 -3.622  0.071
11 H 0.948 -0.479 -4.724  0.068
12 H 1.154 -1.931 -3.990  0.074
13 H 0.024 0.571 -2.661  0.106
14 H -0.605 -1.083 -2.648  0.114
15 H 1.924 1.249 -1.547  0.130
16 H 3.183 1.174 0.648  0.114
17 H 3.960 -0.272 2.275  0.096
18 H 1.965 -2.763 1.270  0.116
19 H 0.211 -2.610 -0.667  0.117
20 C -0.063 1.451 2.771  -0.050
21 C -1.306 1.305 1.912  -0.284
22 C -1.142 1.331 0.531  -0.043
23 C -2.140 0.822 -0.328  -0.022
24 C -3.251 0.263 0.251  -0.331
25 O -4.412 0.040 -0.430  0.042
26 C -3.399 0.074 1.637  -0.002
27 C -2.503 0.781 2.430  -0.042
28 H -0.227 2.262 3.484  0.079
29 H 0.756 1.752 2.099  0.060
30 H 0.306 0.468 3.106  0.090
31 H -0.130 1.566 0.214  0.092
32 H -1.991 0.794 -1.394  0.094
33 H -4.361 0.421 -1.311  0.103
34 H -4.179 -0.546 2.033  0.112
35 H -2.631 0.784 3.529  0.119

The spin multiplicity is 1. The HOMO energy comes out at -8.09 eV. As for the net charge: 0.

=====

B.
The following is a quantum chemistry calculation of a cluster of 2 separate species, C15H18O2 in total, from the OMol25 dataset.

Last column: Löwdin charge in e.
CARTESIAN COORDINATES (ANGSTROEM)
1 C 3.215 0.315 -0.210  -0.102
2 C 2.101 -0.778 -0.211  -0.180
3 C 1.140 -0.742 -1.366  -0.248
4 C 1.522 -0.430 -2.680  -0.033
5 C 0.625 -0.585 -3.716  -0.026
6 C -0.656 -1.050 -3.401  -0.342
7 O -1.542 -1.412 -4.363  0.037
8 C -1.132 -1.073 -2.096  -0.003
9 C -0.210 -0.797 -1.093  -0.031
10 H 2.944 1.344 -0.483  0.077
11 H 4.038 -0.007 -0.820  0.056
12 H 3.504 0.522 0.824  0.053
13 H 2.634 -1.751 -0.227  0.122
14 H 1.560 -0.641 0.726  0.080
15 H 2.551 -0.103 -2.837  0.113
16 H 0.717 -0.164 -4.702  0.111
17 H -1.304 -1.648 -5.260  0.107
18 H -2.105 -1.564 -2.039  0.122
19 H -0.471 -0.806 -0.029  0.096
20 C 1.809 1.675 3.340  -0.065
21 C 0.514 1.080 2.842  -0.279
22 C -0.255 2.015 2.112  -0.050
23 C -1.538 1.721 1.709  -0.012
24 C -2.013 0.433 1.939  -0.357
25 O -3.322 0.290 1.596  0.046
26 C -1.211 -0.550 2.506  -0.048
27 C 0.035 -0.216 3.057  -0.044
28 H 1.636 2.611 3.895  0.086
29 H 2.442 2.003 2.545  0.052
30 H 2.375 0.980 3.955  0.076
31 H 0.284 2.918 1.811  0.120
32 H -1.937 2.426 0.989  0.122
33 H -3.461 -0.654 1.421  0.108
34 H -1.675 -1.564 2.483  0.129
35 H 0.484 -1.003 3.632  0.107

The spin multiplicity is 1. The HOMO energy comes out at -8.10 eV. As for the net charge: 0.

=====

What is the stability order? It is A, B, from most stable to least stable.

=====

A.
The following is a quantum chemistry calculation of the ion C3H8NO with charge -1, from the OMol25 dataset.

Last column: Löwdin charge in e.
CARTESIAN COORDINATES (ANGSTROEM)
1 C 1.127 -0.853 -0.627  -0.132
2 C -0.114 0.183 -0.426  -0.468
3 N 0.486 1.510 0.009  -0.054
4 C -1.141 -0.361 0.646  -0.509
5 O -1.953 0.709 1.040  -0.429
6 H 1.730 -0.693 0.281  0.034
7 H 1.665 -0.581 -1.553  0.036
8 H 0.680 -1.965 -0.607  0.089
9 H -0.674 0.370 -1.460  0.137
10 H 0.684 1.514 1.025  0.044
11 H -0.355 2.214 -0.022  0.081
12 H -0.336 -0.849 1.453  0.098
13 H -1.799 -1.198 0.239  0.073

The spin multiplicity is 1. The HOMO energy comes out at -2.42 eV. As for the net charge: -1.

=====

B.
The following is a quantum chemistry calculation of a cluster of 2 separate species, C3H8NO in total, from the OMol25 dataset.

Last column: Löwdin charge in e.
CARTESIAN COORDINATES (ANGSTROEM)
1 C -1.084 1.323 -1.509  -0.228
2 O -0.054 0.383 -1.844  -0.237
3 H -1.907 0.633 -1.182  0.056
4 H -0.627 1.947 -0.610  0.101
5 H -1.584 1.916 -2.237  0.026
6 C 1.625 -0.358 1.565  -0.131
7 C 0.296 -0.819 1.570  -0.507
8 N -0.533 -0.740 0.545  -0.121
9 H 2.212 0.135 0.832  -0.024
10 H 2.291 -0.482 2.396  -0.040
11 H 0.387 -1.764 2.194  0.068
12 H -1.539 -0.827 0.909  0.022
13 H -0.088 -0.319 -1.122  0.015

The spin multiplicity is 1. The HOMO energy comes out at -2.05 eV. As for the net charge: -1.

=====

What is the stability order? It is A, B, from most stable to least stable.

=====

A.
The following is a quantum chemistry calculation of a structure of composition C5H24NO8, from the OMol25 dataset.

Last column: Löwdin charge in e.
CARTESIAN COORDINATES (ANGSTROEM)
1 C -0.486 -2.180 0.748  -0.216
2 C -1.930 -2.486 0.407  -0.118
3 C -1.965 -1.065 -0.282  -0.342
4 C -2.129 -0.989 -1.817  -0.055
5 N -0.562 -0.774 0.237  -0.027
6 C 1.190 0.079 3.425  -0.105
7 O 1.885 -0.902 3.238  -0.023
8 H 0.381 -2.631 0.117  0.132
9 H -0.061 -2.256 1.808  0.106
10 H -2.386 -2.428 1.422  0.107
11 H -2.179 -3.418 -0.063  0.089
12 H -2.688 -0.319 0.210  0.125
13 H -1.565 -0.057 -2.093  0.082
14 H -3.192 -0.904 -2.033  0.071
15 H 0.120 -0.776 -0.511  0.081
16 H 1.104 0.559 4.348  0.063
17 H 0.662 0.528 2.593  0.040
18 H 1.340 2.287 -1.763  -0.008
19 H 0.096 2.205 -0.882  0.010
20 O 0.549 2.831 -1.507  -0.128
21 H 2.025 1.302 1.340  0.019
22 H 1.659 2.771 0.919  0.031
23 O 1.507 2.157 1.636  -0.148
24 H -2.312 1.990 -1.426  0.008
25 H -2.857 1.606 -0.020  -0.012
26 O -3.084 1.994 -0.870  -0.063
27 H 3.097 1.133 -2.155  0.031
28 H 2.316 -0.705 -2.244  -0.034
29 O 2.309 0.808 -1.684  -0.282
30 H 2.629 -0.646 0.902  -0.013
31 H 2.648 0.413 -0.544  -0.016
32 O 2.896 0.213 0.593  -0.210
33 H -0.227 2.052 1.370  -0.002
34 H -1.156 0.769 1.145  -0.019
35 O -1.160 1.736 1.278  -0.118
36 H -1.677 -1.851 -2.339  0.078
37 H 1.158 -1.456 -2.894  -0.019
38 O 2.046 -1.591 -2.610  -0.112

The spin multiplicity is 1. The HOMO energy comes out at -6.33 eV. As for the net charge: -1.

=====

B.
The following is a quantum chemistry calculation of a cluster of 8 separate species, C5H24NO8 in total, from the OMol25 dataset.

Last column: Löwdin charge in e.
CARTESIAN COORDINATES (ANGSTROEM)
1 C 1.603 0.215 1.054  -0.284
2 O 1.629 0.617 -0.304  -0.357
3 C 0.443 1.044 1.728  -0.156
4 C -0.854 0.465 2.273  -0.182
5 C -1.735 -0.054 1.129  -0.411
6 C -2.710 0.746 0.697  0.022
7 N -1.392 -1.331 0.636  0.094
8 H 2.512 0.518 1.612  0.099
9 H 1.524 -0.866 1.110  0.093
10 H 0.142 1.762 1.035  0.075
11 H 0.829 1.612 2.605  0.111
12 H -0.682 -0.274 3.082  0.105
13 H -1.423 1.182 2.879  0.105
14 H -3.241 0.595 -0.244  0.061
15 H -2.764 1.720 1.169  0.055
16 H -0.387 -1.565 0.861  0.102
17 H -1.643 -1.502 -0.332  0.065
18 H -0.752 -2.520 -2.282  -0.003
19 H -2.087 -2.284 -2.880  0.040
20 O -1.651 -2.906 -2.258  -0.091
21 H 0.767 -2.047 -1.451  0.028
22 H 1.358 -0.558 -1.159  0.015
23 O 0.996 -1.218 -1.889  -0.115
24 H 2.362 2.670 -2.227  0.048
25 H 2.000 1.993 -1.007  -0.009
26 O 1.887 2.888 -1.415  -0.100
27 H -1.097 -3.037 3.402  0.008
28 H -1.788 -2.658 2.123  -0.013
29 O -1.853 -3.277 2.874  -0.082
30 H 4.503 0.522 0.303  -0.010
31 H 3.286 0.312 -0.409  0.033
32 O 4.325 0.360 -0.624  -0.143
33 H 0.056 3.008 -1.512  0.000
34 H -0.485 1.639 -1.103  0.021
35 O -0.771 2.494 -1.531  -0.107
36 H -1.163 0.632 -2.702  0.010
37 H -0.416 -0.578 -2.465  -0.009
38 O -1.329 -0.317 -2.778  -0.114

The spin multiplicity is 1. The HOMO energy comes out at -5.61 eV. As for the net charge: -1.

=====

What is the stability order? It is B, A, from most stable to least stable.